[1]
ORCA calculation (wB97M-V/def2-TZVPD) on a cluster of 2 separate species, C8H19N2O in total at a distorted geometry.

The geometry in XYZ format:
```
30
Properties=species:S:1:pos:R:3:lowdin_charge:R:1
C 0.449 -0.569 2.356 -0.157
C 0.994 -0.404 0.929 -0.157
C -0.868 0.298 2.152 -0.052
C -0.192 -0.601 -0.070 -0.190
C -0.025 0.443 -1.075 -0.219
C -1.490 -0.200 0.647 -0.459
C 0.854 1.686 -0.902 0.006
C -2.698 0.697 0.264 0.014
N -0.540 0.169 -2.284 0.239
N 3.062 -1.185 -1.903 0.039
O -2.079 -1.444 0.665 -0.014
H 0.193 -1.569 2.760 0.121
H 1.087 -0.034 3.093 0.122
H 1.251 0.713 1.045 0.106
H 1.927 -0.977 0.691 0.125
H -1.502 0.298 2.977 0.088
H -0.477 1.346 1.860 0.125
H -0.250 -1.630 -0.571 0.194
H 0.766 2.505 -1.754 0.145
H 1.908 1.366 -0.778 0.102
H 0.615 2.175 0.048 0.085
H -3.641 0.010 0.225 0.126
H -2.561 1.175 -0.677 0.051
H -2.825 1.571 0.997 0.119
H -1.095 -0.697 -2.458 0.174
H -0.022 0.639 -3.018 0.140
H 3.828 -1.186 -1.257 0.020
H 3.486 -1.060 -2.808 0.024
H 2.877 -2.146 -1.885 -0.003
H -3.033 -1.388 0.729 0.087
```

HOMO energy	-13.164	eV
energy above the lowest of the compared OMol25 structures with the same formula, charge and spin	46.3	kcal per mole
molar mass	159.3	g mol⁻¹
total charge	+1
E_LUMO	-4.0841	eV
frontier orbital gap	9.079	eV
largest force on an atom	4.424	eV/A

[2]
ORCA calculation (wB97M-V/def2-TZVPD) on the molecule C5H9NO at a distorted geometry.

The geometry in XYZ format:
```
16
Properties=species:S:1:pos:R:3:lowdin_charge:R:1
H -3.030 0.726 -0.801 0.062
N -2.147 1.091 -1.164 0.155
C -1.190 0.399 -0.711 -0.449
C 0.228 0.680 -1.149 -0.142
C 1.238 0.483 -0.059 -0.240
C 0.949 -0.796 0.696 -0.192
C -0.485 -1.018 1.102 -0.172
O -1.422 -0.698 0.070 -0.037
H 0.460 -0.016 -1.964 0.132
H 0.281 1.696 -1.529 0.115
H 1.203 1.436 0.674 0.160
H 2.277 0.489 -0.416 0.115
H 1.488 -1.706 0.397 0.119
H 1.548 -0.293 1.516 0.122
H -0.726 -0.406 1.980 0.126
H -0.671 -2.067 1.359 0.126
```

HOMO energy	-9.836	eV
energy above the lowest of the compared OMol25 structures with the same formula, charge and spin	42.0	kcal per mole
molar mass	99.1	g mol⁻¹
SMILES string	[H]/N=C1/CCCCO1
E_LUMO	0.8698	eV
frontier orbital gap	10.706	eV
largest force on an atom	3.336	eV/A